Molecular formula: C4H16O3
Method: DFT, the ωB97M-V functional and the def2-TZVPD basis

Each line ends with the natural charge from an NBO analysis.
Positions of all 23 atoms, in Å:
C  -1.5235  0.9299  2.1409  -0.62
C  -0.8465  -0.1384  1.2861  -0.40
C  -1.3828  -0.2604  -0.1451  -0.39
C  -1.2565  1.0393  -0.9390  -0.62
H  -2.5356  0.4854  2.4154  0.20
H  -1.7616  1.9356  1.7227  0.21
H  -0.9583  0.9671  3.0791  0.21
H  -0.8103  -1.0688  1.8188  0.20
H  0.2096  0.1285  1.1986  0.18
H  -2.4284  -0.5743  0.0215  0.19
H  -0.8754  -1.0221  -0.7565  0.21
H  -0.2000  1.2515  -1.1303  0.19
H  -1.7570  1.9254  -0.5698  0.21
H  -1.5352  0.6732  -1.9285  0.22
O  0.1862  -0.7747  -3.7054  -0.94
H  0.7621  -0.1314  -3.2922  0.47
H  -0.1167  -0.4071  -4.5360  0.47
O  1.9393  -5.6655  -3.2403  -0.94
H  1.3818  -5.2609  -2.5570  0.47
H  2.0075  -6.5978  -3.0019  0.47
O  4.1842  4.2165  3.9059  -0.94
H  3.4175  4.7071  3.5926  0.47
H  3.8996  3.6420  4.6203  0.47

## Properties
Charge: 0
2S+1: 1
Orbital gap, eV: 11.58
Structure (SMILES): CCCC.O.O.O
LUMO level, eV: 0.731

Molecular formula: C4H16O3S
Method: DFT, the ωB97M-V functional and the def2-TZVPD basis

Each line ends with the natural charge from an NBO analysis.
Positions of all 24 atoms, in Å:
C  0.4269  1.1593  -2.6773  -0.61
C  0.0420  0.7477  -1.2213  -0.43
C  -0.1607  -0.7452  -1.0729  -0.47
S  -0.3407  -1.1665  0.7414  0.07
C  1.2514  -1.9018  1.2365  -0.73
H  -0.3485  1.7792  -3.1531  0.21
H  0.4333  0.2759  -3.3085  0.20
H  1.3732  1.6876  -2.7283  0.21
H  0.8839  0.9916  -0.5825  0.20
H  -0.8577  1.3027  -0.9726  0.21
H  -1.0285  -1.1629  -1.5705  0.23
H  0.7019  -1.3453  -1.3702  0.21
H  1.6794  -1.2015  1.9617  0.23
H  1.9498  -1.9565  0.3987  0.23
H  1.0570  -2.8489  1.7186  0.22
O  -1.4018  0.3601  3.6422  -0.95
H  -0.9820  -0.3987  3.2202  0.48
H  -1.6052  1.0290  2.9886  0.47
O  2.5132  1.8201  1.3202  -0.95
H  3.0198  2.5715  1.6393  0.48
H  1.6031  2.0755  1.1466  0.48
O  -3.4215  -1.0184  -0.8190  -0.96
H  -4.0963  -0.6682  -0.2265  0.48
H  -2.6920  -1.3863  -0.3114  0.48

## Properties
Charge: 0
2S+1: 1
Orbital gap, eV: 9.46
Structure (SMILES): CCCSC.O.O.O
LUMO level, eV: 0.594

Molecular formula: C4H16O4
Method: DFT, the ωB97M-V functional and the def2-TZVPD basis

Each line ends with the natural charge from an NBO analysis.
Positions of all 24 atoms, in Å:
C  4.9154  0.0904  2.5161  -0.42
C  3.6218  0.1987  2.2328  0.03
C  3.0717  0.0398  0.8384  -0.66
C  2.6322  0.6253  3.2854  -0.65
H  5.3425  0.2252  3.5046  0.19
H  5.5675  -0.3319  1.7668  0.19
H  3.7703  0.3440  0.0373  0.22
H  2.2649  0.7880  0.8038  0.22
H  2.8863  -0.9981  0.5572  0.23
H  2.3881  1.6691  3.0751  0.22
H  3.0537  0.5739  4.2900  0.22
H  1.6414  0.1454  3.3497  0.22
O  -1.8445  -1.4599  -6.1126  -0.93
H  -1.7075  -2.2339  -5.5634  0.46
H  -2.5297  -0.9851  -5.6408  0.47
O  -5.7440  -4.5910  -0.7001  -0.95
H  -5.2788  -3.8102  -0.9794  0.47
H  -5.1677  -5.3656  -0.7134  0.48
O  -3.4919  1.5904  -3.7744  -0.94
H  -4.3875  1.4974  -3.4876  0.47
H  -3.1583  2.4328  -3.4142  0.47
O  -2.4591  3.0308  1.7128  -0.93
H  -2.5626  2.6091  0.8419  0.47
H  -2.8242  3.9152  1.5740  0.47

## Properties
Charge: 0
2S+1: 1
Orbital gap, eV: 9.31
Structure (SMILES): C=C(C)C.O.O.O.O
LUMO level, eV: 0.131

Calculated values (kcal/mol) of ΔE to the lowest compared entry with this formula, charge and spin for the records, taken in order: 24.7, 15.4, 35.8.